{
  "formula": "C18H8F5IN2ReS",
  "method": "ωB97M-V with the def2-TZVPD basis set",
  "multiplicity": 2,
  "total_energy_ha": -2073.1782,
  "max_force_ev_per_a": 1.34,
  "s_squared": 0.7621,
  "charge": 2,
  "e_lumo_ev": [-8.8244, -8.7669],
  "symbols": ["Re", "C", "C", "N", "C", "C", "C", "C", "C", "C", "C", "C", "C", "N", "C", "H", "H", "H", "H", "H", "H", "H", "H", "F", "C", "C", "F", "C", "F", "C", "S", "C", "F", "C", "F", "I"],
  "positions_angstrom": [[-0.2752, -0.5808, 0.5537], [4.0320, -1.0949, 0.1492], [2.6716, -1.3644, 0.3094], [1.7531, -0.3998, 0.2748], [2.1643, 0.8890, 0.0581], [3.4979, 1.2415, -0.0946], [4.4484, 0.1989, -0.0411], [3.8404, 2.6237, -0.3049], [2.8773, 3.5691, -0.3696], [1.4894, 3.2108, -0.2412], [0.4324, 4.1405, -0.3239], [-0.8711, 3.7153, -0.2049], [-1.1311, 2.3630, -0.0077], [-0.1510, 1.4580, 0.0823], [1.1479, 1.8808, -0.0364], [4.7366, -1.9130, 0.1882], [2.3166, -2.3701, 0.4892], [5.5004, 0.4289, -0.1566], [4.8840, 2.8868, -0.4129], [3.1340, 4.6080, -0.5282], [0.6549, 5.1883, -0.4849], [-1.6943, 4.4121, -0.2673], [-2.1428, 1.9898, 0.0872], [-6.2957, -3.3878, 0.0073], [-4.9986, -3.2098, -0.0646], [-4.4560, -1.9704, 0.2755], [-5.2232, -0.9695, 0.6568], [-3.0928, -1.8513, 0.1863], [-2.5109, -0.6095, 0.4763], [-2.2408, -2.8527, -0.2199], [-0.4894, -2.5636, -0.2664], [-2.8064, -4.0720, -0.5634], [-2.0395, -5.0714, -0.9598], [-4.1817, -4.2549, -0.4823], [-4.7160, -5.4120, -0.7979], [-0.2649, -0.8565, 3.0340]],
  "forces_ev_per_angstrom": [[0.0, 0.8, 1.1], [-0.1, 0.0, 0.0], [0.0, 0.0, 0.1], [0.1, 0.1, -0.1], [-0.1, -0.1, -0.1], [0.2, 0.1, 0.0], [0.0, 0.1, 0.0], [-0.1, -0.2, 0.0], [-0.1, -0.1, 0.0], [0.1, 0.2, 0.0], [0.0, 0.0, 0.0], [0.0, 0.0, 0.0], [0.0, -0.1, 0.0], [0.1, 0.0, -0.5], [-0.1, -0.1, 0.0], [0.0, 0.0, 0.0], [0.0, 0.0, 0.0], [0.0, 0.0, 0.0], [0.0, 0.0, 0.0], [0.0, 0.0, 0.0], [0.0, 0.0, 0.0], [0.0, 0.0, 0.0], [0.0, 0.0, 0.0], [0.0, 0.0, 0.0], [-0.1, 0.0, 0.0], [0.0, -0.2, 0.0], [0.0, 0.0, 0.0], [0.0, 0.2, 0.0], [0.0, -0.1, 0.0], [0.1, 0.0, 0.0], [-0.2, -0.7, -0.7], [0.0, -0.1, 0.0], [0.0, 0.0, 0.0], [0.0, 0.1, 0.0], [0.0, 0.0, 0.0], [0.0, -0.1, 0.2]]
}